Entry 1:
Entry from the Open Molecules 2025 dataset: 14 unconnected molecules or ions with the total composition C69H163N3O39 at a distorted geometry (ωB97M-V/def2-TZVPD).

For the HOMO energy, the calculation gives -8.69 eV. For the lowest unoccupied orbital energy, the calculation gives 0.31 eV.

Element x y z (Å)
C (2.769, 6.687, -1.435)
O (2.621, 5.520, -2.233)
C (1.505, 5.749, -3.169)
C (1.460, 4.583, -4.176)
O (1.286, 3.301, -3.551)
C (1.228, 2.309, -4.605)
C (1.001, 0.905, -4.019)
O (1.071, -0.079, -5.033)
C (2.372, -0.451, -5.225)
H (1.886, 6.900, -0.863)
H (2.937, 7.563, -2.061)
H (3.622, 6.491, -0.800)
H (1.696, 6.670, -3.719)
H (0.558, 5.877, -2.614)
H (2.319, 4.471, -4.862)
H (0.595, 4.817, -4.884)
H (2.164, 2.477, -5.156)
H (0.448, 2.577, -5.331)
H (-0.040, 0.875, -3.677)
H (1.652, 0.709, -3.173)
H (2.946, -0.374, -4.262)
H (2.970, 0.188, -5.888)
H (2.372, -1.505, -5.533)
C (-5.780, -0.474, -11.949)
O (-6.362, 0.741, -11.561)
C (-6.432, 0.828, -10.120)
C (-5.177, 1.017, -9.372)
O (-4.235, -0.123, -9.266)
C (-4.594, -1.108, -8.335)
C (-3.436, -1.695, -7.503)
O (-2.935, -0.619, -6.710)
C (-1.729, -0.752, -6.008)
H (-4.755, -0.559, -11.601)
H (-5.817, -0.441, -13.034)
H (-6.339, -1.357, -11.572)
H (-6.928, -0.073, -9.760)
H (-7.026, 1.757, -9.910)
H (-5.362, 1.342, -8.320)
H (-4.570, 1.754, -9.848)
H (-5.031, -1.898, -8.953)
H (-5.382, -0.741, -7.665)
H (-2.702, -2.148, -8.147)
H (-3.904, -2.486, -6.936)
H (-1.492, -1.787, -5.828)
H (-1.811, -0.131, -5.077)
H (-0.841, -0.381, -6.574)
C (4.391, 7.517, 1.641)
O (4.134, 6.630, 2.710)
C (5.306, 6.122, 3.273)
C (5.053, 5.075, 4.364)
O (5.298, 3.738, 3.884)
C (4.169, 3.293, 3.132)
C (4.495, 1.989, 2.413)
O (5.189, 2.279, 1.156)
C (5.901, 1.078, 0.792)
H (4.795, 8.442, 2.111)
H (3.441, 7.769, 1.224)
H (5.033, 7.047, 0.871)
H (5.987, 6.901, 3.605)
H (5.827, 5.609, 2.506)
H (3.994, 5.087, 4.685)
H (5.736, 5.293, 5.214)
H (3.992, 4.126, 2.451)
H (3.290, 3.152, 3.770)
H (3.572, 1.444, 2.155)
H (5.111, 1.276, 3.041)
H (5.257, 0.195, 0.698)
H (6.585, 0.869, 1.624)
H (6.499, 1.295, -0.111)
C (5.761, -4.656, -1.028)
O (4.686, -5.370, -0.587)
C (3.528, -5.062, -1.415)
C (2.367, -5.693, -0.715)
O (2.161, -5.109, 0.562)
C (1.322, -5.924, 1.421)
C (1.477, -5.509, 2.904)
O (2.770, -5.324, 3.463)
C (3.732, -6.342, 3.294)
H (5.449, -3.574, -1.100)
H (5.997, -4.978, -2.075)
H (6.582, -4.671, -0.307)
H (3.727, -5.398, -2.436)
H (3.458, -3.962, -1.390)
H (2.554, -6.744, -0.654)
H (1.485, -5.481, -1.372)
H (1.610, -6.967, 1.246)
H (0.295, -5.808, 1.130)
H (0.874, -6.210, 3.470)
H (1.005, -4.544, 3.008)
H (4.698, -5.906, 3.635)
H (3.868, -6.800, 2.337)
H (3.527, -7.196, 4.005)
C (-1.902, 3.950, 3.393)
O (-3.144, 4.225, 2.693)
C (-3.117, 3.404, 1.546)
C (-4.257, 3.786, 0.648)
O (-5.422, 3.269, 1.275)
C (-6.588, 3.691, 0.572)
C (-7.813, 3.296, 1.311)
O (-7.866, 1.911, 1.435)
C (-9.084, 1.541, 2.112)
H (-1.087, 4.197, 2.750)
H (-1.840, 2.885, 3.708)
H (-1.857, 4.445, 4.341)
H (-3.249, 2.319, 1.777)
H (-2.123, 3.486, 1.035)
H (-4.039, 3.405, -0.370)
H (-4.308, 4.882, 0.678)
H (-6.692, 3.243, -0.409)
H (-6.534, 4.729, 0.398)
H (-8.733, 3.727, 0.856)
H (-7.730, 3.804, 2.295)
H (-9.982, 1.809, 1.540)
H (-9.200, 2.023, 3.088)
H (-9.051, 0.432, 2.178)
C (-5.217, -2.223, 7.130)
O (-3.886, -2.631, 7.323)
C (-3.081, -2.327, 6.182)
C (-1.713, -2.944, 6.343)
O (-0.868, -2.481, 7.326)
C (-0.676, -1.085, 7.328)
C (0.414, -0.780, 8.320)
O (1.698, -0.988, 7.818)
C (2.732, -0.713, 8.701)
H (-5.585, -2.700, 6.229)
H (-5.357, -1.145, 7.013)
H (-5.753, -2.542, 7.998)
H (-3.127, -1.233, 5.973)
H (-3.495, -2.858, 5.295)
H (-1.258, -2.771, 5.360)
H (-1.735, -4.013, 6.423)
H (-1.572, -0.516, 7.665)
H (-0.386, -0.687, 6.324)
H (0.188, -1.196, 9.331)
H (0.339, 0.326, 8.469)
H (2.667, -1.406, 9.584)
H (2.634, 0.375, 9.015)
H (3.591, -0.870, 8.064)
C (-1.289, 2.842, -1.755)
O (-2.003, 1.966, -0.937)
C (-1.963, 0.631, -1.293)
C (-3.022, -0.141, -0.502)
O (-4.293, 0.197, -0.895)
C (-5.254, 0.307, 0.155)
C (-5.508, -1.027, 0.782)
O (-6.096, -1.866, -0.201)
C (-6.219, -3.191, 0.231)
H (-0.229, 2.512, -1.827)
H (-1.384, 3.864, -1.312)
H (-1.647, 2.825, -2.785)
H (-0.979, 0.217, -0.977)
H (-2.054, 0.476, -2.364)
H (-2.799, -0.065, 0.574)
H (-2.867, -1.218, -0.702)
H (-6.157, 0.613, -0.323)
H (-4.927, 1.093, 0.865)
H (-6.214, -0.817, 1.565)
H (-4.687, -1.531, 1.296)
H (-6.690, -3.629, -0.633)
H (-6.775, -3.201, 1.176)
H (-5.222, -3.695, 0.327)
C (-1.915, -4.994, -6.301)
O (-0.587, -5.288, -6.628)
C (-0.195, -4.594, -7.800)
C (1.240, -4.990, -8.063)
O (2.068, -4.276, -7.201)
C (3.091, -5.047, -6.637)
C (4.199, -4.224, -6.032)
O (3.864, -3.641, -4.798)
C (4.934, -2.846, -4.272)
H (-2.551, -5.423, -7.095)
H (-2.020, -3.926, -6.185)
H (-2.066, -5.429, -5.301)
H (-0.317, -3.514, -7.588)
H (-0.897, -4.862, -8.605)
H (1.602, -4.803, -9.083)
H (1.366, -6.086, -7.888)
H (3.449, -5.768, -7.392)
H (2.759, -5.659, -5.809)
H (4.425, -3.513, -6.834)
H (4.992, -4.951, -5.883)
H (4.653, -2.570, -3.243)
H (5.079, -1.965, -4.903)
H (5.853, -3.451, -4.336)
C (-2.918, 8.799, 0.692)
O (-1.947, 7.942, 1.289)
C (-0.614, 8.331, 1.286)
C (0.253, 7.238, 1.834)
O (0.422, 6.173, 0.922)
C (1.201, 5.108, 1.496)
C (0.965, 3.904, 0.668)
O (1.587, 2.773, 1.188)
C (1.056, 1.563, 0.785)
H (-2.423, 9.221, -0.229)
H (-3.178, 9.637, 1.377)
H (-3.768, 8.196, 0.388)
H (-0.470, 9.223, 1.912)
H (-0.337, 8.761, 0.327)
H (-0.075, 6.845, 2.798)
H (1.235, 7.682, 2.093)
H (0.809, 4.935, 2.523)
H (2.172, 5.541, 1.604)
H (1.375, 4.171, -0.290)
H (-0.115, 3.783, 0.625)
H (1.380, 0.756, 1.416)
H (1.390, 1.438, -0.274)
H (-0.068, 1.473, 0.850)
C (5.215, 1.201, 6.040)
O (6.307, 0.391, 5.810)
C (6.204, -0.927, 6.190)
C (5.449, -1.831, 5.242)
O (4.094, -1.781, 5.516)
C (3.238, -2.480, 4.619)
C (2.978, -1.771, 3.295)
O (4.080, -1.534, 2.448)
C (4.583, -2.728, 1.826)
H (5.008, 1.273, 7.103)
H (4.330, 0.830, 5.524)
H (5.390, 2.168, 5.545)
H (5.748, -1.077, 7.199)
H (7.253, -1.273, 6.160)
H (5.788, -2.897, 5.306)
H (5.705, -1.580, 4.202)
H (2.269, -2.563, 5.138)
H (3.763, -3.449, 4.505)
H (2.526, -0.801, 3.357)
H (2.205, -2.396, 2.793)
H (5.426, -2.353, 1.288)
H (3.856, -3.102, 1.093)
H (4.909, -3.501, 2.521)
C (-1.506, -0.382, 3.329)
O (-1.407, -1.036, 2.100)
C (-0.756, -2.262, 2.154)
C (-0.310, -2.494, 0.786)
O (0.595, -1.424, 0.429)
C (1.651, -1.781, -0.483)
C (1.201, -1.903, -1.904)
O (0.322, -3.005, -2.091)
C (0.436, -3.488, -3.445)
H (-2.229, 0.437, 3.219)
H (-0.584, 0.049, 3.693)
H (-1.758, -1.098, 4.144)
H (-1.431, -3.132, 2.413)
H (0.067, -2.216, 2.912)
H (-1.104, -2.576, 0.110)
H (0.326, -3.417, 0.693)
H (2.082, -2.698, -0.062)
H (2.334, -0.937, -0.451)
H (2.076, -2.021, -2.519)
H (0.707, -1.001, -2.250)
H (-0.299, -4.303, -3.491)
H (1.433, -3.879, -3.641)
H (0.266, -2.734, -4.239)
C (-5.198, 1.861, 4.249)
N (-5.736, 0.476, 4.161)
O (-6.943, 0.334, 4.051)
O (-4.953, -0.453, 4.259)
H (-4.156, 1.794, 4.523)
H (-5.816, 2.388, 5.034)
H (-5.330, 2.431, 3.305)
C (3.938, 2.945, -2.143)
N (4.246, 1.504, -2.487)
O (5.088, 1.262, -3.339)
O (3.672, 0.664, -1.808)
H (4.527, 3.087, -1.248)
H (2.888, 3.056, -1.925)
H (4.376, 3.549, -2.930)
C (-3.087, -7.297, 3.499)
N (-3.063, -6.011, 2.751)
O (-3.701, -5.097, 3.172)
O (-2.420, -6.014, 1.744)
H (-3.251, -8.006, 2.717)
H (-3.866, -7.323, 4.238)
H (-2.054, -7.476, 3.841)

Atomic partial charges in e from the Löwdin method, atoms 1 to 2: number 1, C, carries -0.099; number 2, O, carries -0.212

Entry 2:
Entry from the Open Molecules 2025 dataset: a single C18H21N5O2 molecule at a distorted geometry (ωB97M-V/def2-TZVPD).

The relative energy (zero: lowest compared OMol25 entry of this formula, charge and spin) is 3.0856 eV. For the HOMO energy, the calculation gives -7.46 eV. For the lowest unoccupied orbital energy, the calculation gives 0.66 eV. As for the structure (SMILES): CC(=O)N[C@@H]1CCN(c2cc(C)nn3c(-c4ccco4)c(C)nc23)C1.

Element x y z (Å)
O (5.559, -2.661, 1.710)
N (-0.134, 0.374, -1.357)
N (-2.506, 1.930, 0.677)
O (-3.421, 2.261, -3.688)
C (4.946, -3.012, 0.757)
C (-0.610, 0.714, -0.194)
C (-2.125, 1.664, 1.891)
C (-4.585, 2.918, -3.860)
C (-5.161, 3.266, -2.672)
C (-4.283, 2.735, -1.644)
C (-0.916, 0.863, 2.215)
C (-3.259, 2.119, -2.320)
C (-2.053, 1.563, -1.716)
C (-0.171, 0.376, 1.159)
C (-1.005, 0.831, -2.306)
N (-1.744, 1.481, -0.359)
N (0.888, -0.522, 1.388)
N (3.787, -2.408, 0.362)
C (5.424, -4.188, -0.070)
C (-2.879, 2.267, 2.998)
C (-0.811, 0.366, -3.682)
C (1.195, -1.180, 2.657)
C (1.996, -0.743, 0.404)
C (2.225, -2.209, 2.258)
C (3.066, -1.474, 1.212)
H (-4.941, 3.195, -4.824)
H (-6.116, 3.795, -2.538)
H (-4.399, 2.822, -0.573)
H (-0.652, 0.631, 3.210)
H (3.276, -2.831, -0.404)
H (5.535, -3.905, -1.156)
H (6.376, -4.549, 0.354)
H (4.677, -4.956, -0.053)
H (-2.487, 3.249, 3.191)
H (-3.929, 2.306, 2.792)
H (-2.732, 1.634, 3.863)
H (-1.590, 0.765, -4.337)
H (0.120, 0.747, -4.070)
H (-0.782, -0.704, -3.777)
H (1.624, -0.410, 3.320)
H (0.298, -1.644, 3.112)
H (2.390, 0.233, 0.078)
H (1.618, -1.291, -0.493)
H (2.816, -2.606, 3.055)
H (1.724, -3.025, 1.763)
H (3.753, -0.788, 1.666)

Atomic partial charges in e from the Löwdin method, atoms 1 to 2: number 1, O, carries 0.082; number 2, N, carries 0.151

Entry 3:
Entry from the Open Molecules 2025 dataset: 3 unconnected molecules or ions with the total composition C21H60BO5PSSi4 at a distorted geometry (ωB97M-V/def2-TZVPD).

For the HOMO energy, the calculation gives -7.40 eV. For the lowest unoccupied orbital energy, the calculation gives 0.43 eV. As for the structure (SMILES): CCOB(O)[PH2](CCCCO)CSCC.C[Si](C)(C)O[Si](C)(C)C.C[Si](C)(C)O[Si](C)(C)C.

Element x y z (Å)
C (5.736, -3.292, -2.635)
C (4.759, -2.732, -3.713)
O (3.462, -3.334, -3.604)
B (2.649, -2.734, -2.621)
O (2.164, -3.569, -1.568)
P (2.061, -0.893, -2.580)
C (1.188, -1.005, -4.280)
C (-0.254, -1.601, -4.229)
C (-1.308, -0.703, -3.500)
C (-2.054, -1.595, -2.449)
O (-1.141, -2.272, -1.590)
C (2.958, -0.537, -0.897)
S (4.766, -0.240, -1.051)
C (5.034, 1.298, -2.024)
C (4.070, 2.483, -1.667)
H (5.380, -3.080, -1.604)
H (5.741, -4.391, -2.752)
H (6.745, -2.843, -2.732)
H (4.724, -1.620, -3.728)
H (5.166, -3.046, -4.698)
H (1.201, -3.550, -1.673)
H (2.803, 0.234, -3.108)
H (0.833, -0.634, -1.874)
H (1.242, -0.008, -4.778)
H (1.797, -1.707, -4.904)
H (-0.236, -2.646, -3.852)
H (-0.600, -1.686, -5.286)
H (-2.011, -0.199, -4.190)
H (-0.816, 0.119, -2.931)
H (-2.815, -1.007, -1.891)
H (-2.583, -2.374, -3.045)
H (-1.296, -2.048, -0.674)
H (2.490, 0.397, -0.490)
H (2.807, -1.330, -0.136)
H (6.073, 1.635, -1.867)
H (4.871, 1.063, -3.097)
H (3.721, 2.489, -0.620)
H (3.240, 2.523, -2.402)
H (4.638, 3.428, -1.828)
O (-1.874, -4.209, 4.433)
Si (-3.035, -4.216, 5.624)
C (-4.712, -4.641, 4.896)
C (-3.144, -2.525, 6.430)
C (-2.640, -5.475, 6.951)
Si (-1.551, -3.411, 3.011)
C (0.036, -4.021, 2.229)
C (-1.372, -1.568, 3.325)
C (-2.949, -3.682, 1.787)
H (-5.047, -3.861, 4.208)
H (-5.459, -4.741, 5.686)
H (-4.664, -5.583, 4.344)
H (-2.165, -2.212, 6.801)
H (-3.837, -2.548, 7.275)
H (-3.500, -1.776, 5.721)
H (-1.683, -5.255, 7.429)
H (-2.595, -6.483, 6.534)
H (-3.416, -5.460, 7.720)
H (0.889, -3.856, 2.890)
H (0.222, -3.484, 1.295)
H (-0.022, -5.087, 2.001)
H (-2.319, -1.136, 3.657)
H (-1.069, -1.051, 2.411)
H (-0.621, -1.379, 4.095)
H (-3.874, -3.226, 2.147)
H (-3.128, -4.749, 1.641)
H (-2.706, -3.239, 0.818)
O (-1.575, 5.212, -0.320)
Si (-1.046, 3.637, -0.375)
C (0.268, 3.344, 0.932)
C (-0.309, 3.261, -2.060)
C (-2.448, 2.434, -0.068)
Si (-0.948, 6.743, -0.488)
C (-2.272, 8.048, -0.267)
C (-0.199, 6.956, -2.196)
C (0.387, 7.041, 0.798)
H (1.165, 3.930, 0.719)
H (0.549, 2.289, 0.965)
H (-0.101, 3.633, 1.919)
H (-1.025, 3.491, -2.853)
H (-0.045, 2.202, -2.134)
H (0.595, 3.849, -2.229)
H (-3.230, 2.541, -0.822)
H (-2.893, 2.593, 0.917)
H (-2.073, 1.408, -0.110)
H (-3.060, 7.938, -1.016)
H (-1.835, 9.042, -0.378)
H (-2.726, 7.984, 0.724)
H (0.669, 6.306, -2.324)
H (0.130, 7.988, -2.343)
H (-0.929, 6.710, -2.970)
H (1.242, 6.382, 0.630)
H (0.001, 6.849, 1.802)
H (0.739, 8.074, 0.755)

Atomic partial charges in e from the Löwdin method, atoms 1 to 2: number 1, C, carries -0.082; number 2, C, carries -0.262

Entry 4:
Entry from the Open Molecules 2025 dataset: 2 unconnected molecules or ions with the total composition C3H7OS at a distorted geometry (ωB97M-V/def2-TZVPD).

The relative energy (zero: lowest compared OMol25 entry of this formula, charge and spin) is 0.7006 eV. For the HOMO energy, the calculation gives -2.46 eV. Its total charge is -1. For the lowest unoccupied orbital energy, the calculation gives 3.97 eV.

Element x y z (Å)
C (1.114, 1.656, 0.882)
S (1.621, 0.178, 1.825)
H (0.620, 1.337, -0.046)
H (0.391, 2.259, 1.443)
H (1.932, 2.301, 0.546)
O (-0.138, -1.268, -2.343)
C (-0.134, -0.969, -1.168)
C (-1.340, -1.148, -0.279)
H (0.816, -0.753, -0.645)
H (-0.984, -1.506, 0.686)
H (-2.017, -1.876, -0.736)
H (-1.883, -0.210, -0.165)

Atomic partial charges in e from the Löwdin method, atoms 1 to 2: number 1, C, carries -0.740; number 2, S, carries 0.005

Number 1: E -5824.393373 Eh. Number 2: E -1122.748901 Eh. Number 3: E -3134.974872 Eh. Number 4: E -591.942532 Eh.